Arrangement 1

{
  "formula": "C6H9ClN4",
  "method": "ωB97M-V with the def2-TZVPD basis set",
  "species": ["C", "N", "C", "C", "N", "C", "N", "C", "C", "Cl", "N", "H", "H", "H", "H", "H", "H", "H", "H", "H"],
  "xyz": [[0.2077, -0.2178, -3.1423], [0.9925, -0.1097, -1.9487], [2.5064, -0.1050, -2.0094], [0.2447, -0.1224, -0.7248], [-1.0464, -0.3001, -0.9519], [-1.7916, -0.0414, 0.0748], [-3.0487, -0.2271, -0.0333], [-1.2003, 0.1887, 1.3341], [0.1298, 0.3378, 1.4170], [0.8696, 0.2748, 2.9891], [0.9703, 0.1621, 0.4038], [0.5274, 0.5888, -3.8360], [-0.7922, -0.0231, -2.9198], [0.2980, -1.1150, -3.8626], [2.8636, -1.2059, -2.2022], [2.8080, 0.4943, -2.9134], [2.8318, 0.3489, -1.0693], [-3.4692, -0.5219, -0.9869], [-3.6733, -0.4408, 0.7457], [-1.8301, 0.2876, 2.2450]],
  "lumo_ev": 0.75,
  "multiplicity": 1
}

=====

Arrangement 2

{
  "formula": "C6H9ClN4",
  "method": "ωB97M-V with the def2-TZVPD basis set",
  "species": ["C", "C", "N", "N", "C", "C", "C", "C", "Cl", "N", "N", "H", "H", "H", "H", "H", "H", "H", "H", "H"],
  "xyz": [[-2.3947, -1.0494, 3.0870], [-1.2320, -0.8912, 1.8868], [-0.8259, -2.1338, 1.3037], [0.0495, -2.0076, 0.3416], [0.4651, -0.6571, 0.1103], [1.6194, -0.4943, -1.0971], [1.7776, 1.0755, -1.5453], [0.4411, 1.6451, -2.3692], [0.9348, 2.8571, -3.6843], [0.0909, 0.5822, 0.7225], [-0.8308, 0.4607, 1.6412], [-3.2229, -1.7570, 2.6055], [-1.9281, -1.5089, 4.0571], [-2.9272, -0.0066, 3.2733], [2.6157, -1.0223, -0.7817], [1.1674, -1.0876, -2.0215], [2.6922, 1.2346, -2.2942], [1.9775, 1.8234, -0.6530], [-0.3304, 2.1748, -1.6661], [-0.1394, 0.7623, -2.9164]],
  "lumo_ev": -0.91,
  "multiplicity": 1
}

=====

Result of the stability comparison: arrangement 2 is the least stable of them.

=====

Arrangement 1

{
  "formula": "C10H30O5",
  "method": "ωB97M-V with the def2-TZVPD basis set",
  "species": ["C", "C", "O", "H", "H", "H", "H", "H", "H", "C", "C", "O", "H", "H", "H", "H", "H", "H", "C", "C", "O", "H", "H", "H", "H", "H", "H", "C", "C", "O", "H", "H", "H", "H", "H", "H", "C", "C", "O", "H", "H", "H", "H", "H", "H"],
  "xyz": [[0.1104, -2.0397, -1.4752], [-1.3764, -1.8624, -1.6102], [-1.8269, -1.8091, -2.8869], [0.3860, -1.6790, -0.4842], [0.8164, -1.4235, -2.0319], [0.3103, -3.1040, -1.5997], [-1.7238, -0.9498, -1.1258], [-1.9723, -2.6139, -1.0922], [-2.0920, -2.6913, -3.1574], [3.1860, -1.4350, 3.0755], [2.0191, -0.5174, 3.1843], [1.5044, -0.5007, 4.5499], [2.8637, -2.4188, 3.4168], [3.9045, -1.0254, 3.7855], [3.5171, -1.5340, 2.0418], [1.2291, -0.8283, 2.5007], [2.2613, 0.5359, 3.0425], [0.9203, -1.2611, 4.5958], [-1.4872, 2.1482, 1.0615], [-2.2457, 1.2557, -0.0080], [-1.9873, 1.9705, -1.1998], [-2.2498, 2.8538, 1.3912], [-0.5995, 2.6918, 0.7383], [-1.3198, 1.5570, 1.9618], [-3.2618, 1.2269, 0.3853], [-1.7022, 0.3228, -0.1578], [-1.1385, 1.7312, -1.5792], [-1.3497, 0.4832, -2.4701], [0.0166, 1.0838, -2.4048], [0.0351, 2.1300, -1.4051], [-1.6192, -0.1217, -1.6044], [-1.3883, -0.1921, -3.3248], [-2.2613, 1.0754, -2.5501], [0.2297, 1.6101, -3.3353], [0.7065, 0.2762, -2.1602], [0.8315, 2.6423, -1.5627], [1.4860, 0.7084, 0.3600], [0.3884, -0.2264, 0.7886], [-0.4089, -0.3933, -0.3927], [1.1616, 1.6028, -0.1718], [2.1628, 0.1852, -0.3156], [2.0540, 0.9733, 1.2518], [-0.2705, 0.2484, 1.5156], [0.7292, -1.1730, 1.2081], [-0.5488, 0.4870, -0.7491]],
  "lumo_ev": 0.47,
  "multiplicity": 1
}

=====

Arrangement 2

{
  "formula": "C10H30O5",
  "method": "ωB97M-V with the def2-TZVPD basis set",
  "species": ["C", "C", "O", "H", "H", "H", "H", "H", "H", "C", "C", "O", "H", "H", "H", "H", "H", "H", "C", "C", "O", "H", "H", "H", "H", "H", "H", "C", "C", "O", "H", "H", "H", "H", "H", "H", "C", "C", "O", "H", "H", "H", "H", "H", "H"],
  "xyz": [[-4.9634, -2.0421, -3.0090], [-4.0908, -3.1449, -3.5787], [-3.8443, -2.7840, -4.8858], [-5.2576, -2.3552, -2.0072], [-5.9342, -2.0382, -3.5047], [-4.5164, -1.0486, -3.0429], [-4.6496, -4.0805, -3.5995], [-3.1012, -3.4407, -3.2306], [-3.8184, -3.5831, -5.4173], [8.7991, -1.7152, 8.3903], [7.5519, -2.5631, 8.2768], [6.5362, -1.5937, 7.9560], [8.9503, -0.8761, 7.7112], [9.7019, -2.3234, 8.3340], [8.8740, -1.2664, 9.3807], [7.3189, -3.2098, 9.1228], [7.5737, -3.1173, 7.3385], [6.1167, -1.8578, 7.1339], [2.6838, 1.7518, 0.9083], [2.2457, 1.5562, -0.5803], [1.0936, 0.6876, -0.5635], [2.8043, 0.8598, 1.5230], [1.8685, 2.4101, 1.2081], [3.6089, 2.3282, 0.9239], [3.0578, 1.0980, -1.1448], [2.0189, 2.4735, -1.1238], [0.7471, 0.6467, -1.4579], [-0.5867, 2.4811, -8.0487], [-0.8536, 1.4562, -9.1228], [-0.4915, 0.1773, -8.6903], [0.4699, 2.5288, -7.7853], [-1.1655, 2.1336, -7.1929], [-0.9421, 3.4929, -8.2436], [-0.2569, 1.6620, -10.0115], [-1.8945, 1.3642, -9.4326], [-1.1722, -0.0956, -8.0709], [-4.7822, 2.2807, 3.2793], [-4.7942, 1.1982, 4.3845], [-6.1088, 0.8715, 4.7430], [-5.1437, 3.2869, 3.4916], [-5.3774, 1.8828, 2.4574], [-3.7576, 2.5382, 3.0110], [-4.2691, 1.7042, 5.1946], [-4.1467, 0.3509, 4.1588], [-6.1027, -0.0856, 4.8168]],
  "lumo_ev": 0.52,
  "multiplicity": 1
}

=====

Arrangement 3

{
  "formula": "C10H30O5",
  "method": "ωB97M-V with the def2-TZVPD basis set",
  "species": ["C", "C", "O", "H", "H", "H", "H", "H", "H", "C", "C", "O", "H", "H", "H", "H", "H", "H", "C", "C", "O", "H", "H", "H", "H", "H", "H", "C", "C", "O", "H", "H", "H", "H", "H", "H", "C", "C", "O", "H", "H", "H", "H", "H", "H"],
  "xyz": [[-1.3279, 0.4900, 0.2833], [-0.3773, -0.3957, -0.5705], [0.8327, -0.5521, 0.0758], [-0.9701, 1.5193, 0.3101], [-1.3103, 0.2372, 1.3434], [-2.3649, 0.5393, -0.0488], [-0.1806, 0.1898, -1.4686], [-0.7807, -1.3864, -0.7804], [1.1924, -1.3261, -0.3636], [-2.1853, 1.0462, -2.5878], [-2.6447, 1.9968, -3.7371], [-1.6405, 2.4678, -4.5457], [-2.9318, 0.7752, -1.8413], [-1.4451, 1.5725, -1.9850], [-1.5842, 0.1822, -2.8712], [-3.1470, 2.8658, -3.3120], [-3.4346, 1.5523, -4.3424], [-1.7145, 3.4200, -4.6421], [2.8799, -2.2216, -2.7380], [2.0127, -1.3337, -1.9254], [1.3307, -2.0872, -0.9478], [3.7121, -2.5160, -2.0986], [3.1608, -1.5812, -3.5740], [2.3392, -3.0447, -3.2052], [1.2500, -0.9841, -2.6211], [2.6590, -0.5347, -1.5622], [1.3638, -2.9905, -1.2713], [1.9863, -1.7991, 3.7170], [2.1228, -0.8630, 2.5355], [0.8853, -0.2443, 2.2104], [2.9592, -2.1981, 4.0039], [1.3664, -2.6904, 3.6201], [1.7059, -1.3435, 4.6668], [2.2924, -1.4433, 1.6286], [2.9327, -0.1336, 2.5170], [0.8015, 0.0636, 1.3049], [-2.2136, 1.8316, 2.6068], [-0.8090, 1.5171, 2.8789], [-0.6885, 0.1627, 3.1644], [-2.8342, 1.1455, 3.1832], [-2.3696, 1.5245, 1.5727], [-2.4697, 2.8885, 2.6820], [-0.4432, 2.0859, 3.7338], [-0.1023, 1.7496, 2.0823], [0.1839, -0.1544, 2.9193]],
  "lumo_ev": 0.22,
  "multiplicity": 1
}

=====

Result of the stability comparison: arrangement 1 is the least stable of them.

=====

Arrangement 1

{
  "formula": "C3H4ClFO",
  "method": "ωB97M-V with the def2-TZVPD basis set",
  "species": ["O", "C", "C", "C", "F", "Cl", "H", "H", "H", "H"],
  "xyz": [[-0.7025, 1.6268, -0.8181], [-1.1698, 0.7764, -0.1233], [-0.2897, -0.4110, 0.4791], [1.0349, -0.3453, -0.1271], [1.5259, 0.9259, -0.1119], [1.1995, -0.7665, -1.7733], [-2.2194, 0.7803, 0.1644], [-0.8835, -1.3762, 0.2683], [-0.1275, -0.2414, 1.5998], [1.6321, -0.9689, 0.4421]],
  "lumo_ev": 0.75,
  "multiplicity": 1
}

=====

Arrangement 2

{
  "formula": "C3H4ClFO",
  "method": "ωB97M-V with the def2-TZVPD basis set",
  "species": ["O", "C", "C", "C", "F", "Cl", "H", "H", "H", "H"],
  "xyz": [[-0.1891, 0.9229, -1.9411], [-0.7075, 0.9309, -0.8590], [0.0484, 0.5341, 0.4763], [0.5899, -0.9579, 0.2639], [0.9282, -1.1526, -1.0138], [-0.6082, -2.0628, 0.7689], [-1.8159, 1.1128, -0.6898], [-0.5298, 0.3833, 1.3887], [0.8406, 1.3207, 0.7156], [1.4434, -1.0315, 0.8903]],
  "lumo_ev": 0.71,
  "multiplicity": 1
}

=====

Arrangement 3

{
  "formula": "C3H4ClFO",
  "method": "ωB97M-V with the def2-TZVPD basis set",
  "species": ["F", "C", "Cl", "C", "O", "C", "H", "H", "H", "H"],
  "xyz": [[-1.3665, -0.0284, 1.3881], [-0.2472, 0.0070, 0.7385], [0.9152, 0.2856, 2.0429], [-0.0479, 1.0115, -0.5586], [0.3094, -0.1226, -1.3858], [0.1698, -1.1233, -0.2882], [-0.9618, 1.7066, -0.9881], [0.8416, 1.6796, -0.3697], [1.0825, -1.6657, 0.0156], [-0.6949, -1.7504, -0.5946]],
  "lumo_ev": 0.92,
  "multiplicity": 1
}

=====

Result of the stability comparison: arrangement 3 is the least stable of them.

=====

Arrangement 1

{
  "formula": "C2H4NO3",
  "method": "ωB97M-V with the def2-TZVPD basis set",
  "species": ["C", "C", "N", "O", "O", "O", "H", "H", "H", "H"],
  "xyz": [[-0.9853, 0.4998, 0.1269], [1.8824, -0.9463, -0.3005], [-2.0820, 0.6772, -0.4341], [-0.2920, 1.0351, 1.1488], [-2.9887, 0.4524, -1.1265], [0.7155, -1.3235, -0.4699], [-0.1814, -0.2084, -0.5764], [2.7893, -1.5652, -0.3483], [1.9632, 0.0714, 0.0531], [-0.8208, 1.3075, 1.9269]],
  "lumo_ev": [-7.08, -7.08],
  "multiplicity": 1,
  "total_charge": 1
}

=====

Arrangement 2

{
  "formula": "C2H4NO3",
  "method": "ωB97M-V with the def2-TZVPD basis set",
  "species": ["C", "C", "N", "O", "O", "O", "H", "H", "H", "H"],
  "xyz": [[0.7097, -0.3707, 0.3144], [-0.8368, 0.1318, 0.5110], [0.8841, -0.3058, -0.9726], [1.6680, -0.6445, -1.7283], [-0.9823, 1.3051, -0.2102], [-0.8840, 1.1946, -1.5180], [1.2806, 0.3177, 1.0323], [0.8009, -1.5182, 0.7045], [-1.6341, -0.6332, 0.2905], [-1.0062, 0.5232, 1.5764]],
  "lumo_ev": [-8.00, -8.01],
  "multiplicity": 1,
  "total_charge": 1
}

=====

Arrangement 3

{
  "formula": "C2H4NO3",
  "method": "ωB97M-V with the def2-TZVPD basis set",
  "species": ["C", "C", "N", "O", "O", "O", "H", "H", "H", "H"],
  "xyz": [[1.6965, -0.5742, 0.0106], [-0.3435, 0.5595, 0.0339], [4.0665, -0.0094, -0.0498], [4.7487, -0.8830, 0.2485], [3.8990, 1.0722, -0.3470], [1.0408, 0.4744, -0.0238], [1.1154, -1.5379, -0.2758], [-0.8075, 0.6177, -0.9445], [-0.7398, 1.2817, 0.8379], [-0.7965, -0.3647, 0.2435]],
  "lumo_ev": [-6.75, -6.79],
  "multiplicity": 1,
  "total_charge": 1
}

=====

Result of the stability comparison: arrangement 2 is the least stable of them.